Record 1
C31H43ClLuN9OS2Se4 | ωB97M-V with the def2-TZVPD basis set

Last column: Mulliken charge in e.
CARTESIAN COORDINATES (ANGSTROEM)
Lu (-9.03, 0.33, 16.73)  0.81
C (-7.68, 0.17, 22.74)  -0.69
S (-9.39, 0.47, 22.20)  -0.06
C (-9.23, 0.47, 20.45)  0.25
S (-7.97, 0.96, 19.43)  -0.25
N (-10.34, -0.06, 19.96)  -1.36
N (-10.56, 0.10, 18.60)  0.80
C (-11.73, -0.39, 18.17)  -0.56
C (-12.28, -0.25, 16.92)  0.86
C (-13.57, -0.80, 16.68)  -0.87
C (-14.17, -0.68, 15.43)  -0.47
C (-13.42, -0.09, 14.42)  -0.69
C (-12.12, 0.38, 14.71)  -0.11
N (-11.53, 0.34, 15.89)  0.23
H (-7.78, 0.32, 23.86)  0.28
H (-6.98, 0.90, 22.31)  0.13
H (-7.34, -0.85, 22.50)  0.35
H (-12.32, -0.99, 18.88)  0.28
H (-14.07, -1.33, 17.51)  0.38
H (-15.20, -1.12, 15.23)  0.33
H (-13.75, 0.14, 13.42)  0.41
H (-11.56, 0.80, 13.87)  0.43
Se (-8.44, 1.32, 14.06)  -0.50
Se (-7.95, -0.64, 12.76)  -0.23
Se (-8.67, -2.74, 13.76)  -0.20
Se (-10.04, -2.23, 15.49)  -0.39
C (-3.58, 1.64, 17.31)  -0.51
C (-4.37, 1.92, 16.05)  -0.76
N (-5.61, 1.04, 16.01)  0.18
C (-5.83, -0.03, 16.74)  0.24
N (-6.99, -0.70, 16.81)  0.16
C (-7.11, -2.00, 17.43)  -0.41
C (-5.75, -2.84, 17.49)  -0.85
C (-4.71, -1.88, 17.95)  -0.67
N (-4.72, -0.55, 17.42)  0.26
C (-3.43, 0.14, 17.48)  -0.77
H (-4.19, 2.06, 18.11)  0.21
H (-2.61, 2.15, 17.23)  0.37
H (-3.72, 1.66, 15.20)  0.35
H (-4.73, 2.94, 15.83)  0.39
H (-6.36, 1.38, 15.39)  -0.17
H (-7.82, -2.57, 16.79)  0.09
H (-7.49, -1.91, 18.42)  0.31
H (-5.40, -3.34, 16.54)  0.26
H (-5.98, -3.67, 18.18)  0.39
H (-3.68, -2.24, 17.68)  0.37
H (-4.72, -1.74, 19.05)  0.31
H (-2.79, -0.47, 16.83)  0.37
H (-3.12, -0.11, 18.49)  0.43
C (-11.05, 7.49, 18.60)  -1.97
C (-10.30, 6.64, 19.63)  1.63
C (-11.12, 5.33, 19.85)  -1.39
C (-10.36, 7.39, 21.00)  -1.76
C (-8.73, 6.41, 19.25)  2.29
O (-8.17, 7.81, 19.28)  -0.68
C (-7.97, 5.47, 20.24)  -0.52
C (-7.11, 5.93, 21.40)  -0.66
C (-6.89, 4.88, 22.43)  0.03
C (-5.55, 4.49, 22.66)  -0.46
C (-5.25, 3.66, 23.68)  -0.90
C (-6.27, 3.30, 24.59)  0.50
Cl (-5.80, 2.39, 26.02)  -0.23
C (-7.58, 3.65, 24.40)  -1.01
C (-7.90, 4.33, 23.23)  0.23
C (-8.49, 6.09, 17.76)  -3.05
N (-8.95, 4.73, 17.34)  1.23
C (-8.40, 3.52, 17.32)  -0.79
N (-9.28, 2.64, 16.80)  0.51
C (-10.27, 3.46, 16.30)  -0.68
N (-10.10, 4.72, 16.63)  -0.82
H (-12.13, 7.60, 18.88)  0.44
H (-11.05, 6.92, 17.67)  0.47
H (-10.61, 8.46, 18.42)  0.34
H (-12.20, 5.65, 19.94)  0.50
H (-10.75, 4.87, 20.75)  0.38
H (-11.04, 4.59, 19.03)  0.05
H (-11.39, 7.37, 21.34)  0.49
H (-10.05, 8.41, 20.73)  0.39
H (-9.70, 7.11, 21.82)  0.19
H (-7.37, 7.76, 19.83)  0.46
H (-7.23, 4.92, 19.67)  0.09
H (-8.66, 4.71, 20.58)  0.53
H (-7.60, 6.74, 21.96)  0.24
H (-6.09, 6.24, 21.06)  0.59
H (-4.79, 4.83, 21.99)  0.35
H (-4.25, 3.24, 23.95)  0.35
H (-8.30, 3.41, 25.17)  0.45
H (-8.95, 4.58, 23.00)  0.27
H (-7.42, 5.99, 17.52)  0.53
H (-8.99, 6.79, 17.11)  0.40
H (-7.47, 3.24, 17.74)  0.87
H (-11.12, 3.11, 15.68)  0.40

Results
E_tot in eV: -377504.539
Multiplicity: 1
HOMO energy in eV: -5.97



Record 2
C31H44AlN7O5P | ωB97M-V with the def2-TZVPD basis set

Last column: Mulliken charge in e.
CARTESIAN COORDINATES (ANGSTROEM)
O (5.13, -0.14, 2.66)  -0.62
P (4.34, 0.68, 1.70)  0.44
O (4.00, -0.20, 0.33)  -0.40
O (5.20, 2.05, 1.27)  -0.48
Al (2.35, 1.38, 2.82)  0.13
O (2.85, 2.46, 4.20)  -0.56
C (1.25, 2.40, 1.45)  -0.62
C (-0.30, 2.15, 1.67)  0.17
C (-0.67, 0.72, 2.18)  -0.79
O (-0.93, 1.25, 0.77)  -0.51
H (3.67, -1.07, 0.60)  0.30
H (5.14, 2.58, 2.08)  0.35
H (1.69, 0.05, 3.39)  -0.29
H (2.49, 3.35, 4.09)  0.27
H (1.31, 3.49, 1.63)  0.37
H (1.43, 2.14, 0.40)  0.05
H (-0.89, 2.98, 2.07)  0.45
H (-0.16, -0.14, 1.78)  0.26
H (-1.59, 0.70, 2.77)  0.21
N (-2.79, 1.93, -1.38)  0.36
C (-2.22, 1.69, -2.60)  -0.31
C (-3.11, 2.07, -3.57)  -0.82
C (-4.27, 2.56, -2.91)  -0.58
C (-4.04, 2.47, -1.56)  -0.62
H (-2.35, 1.73, -0.49)  0.29
H (-1.23, 1.27, -2.67)  0.55
H (-2.96, 2.00, -4.64)  0.44
H (-5.17, 2.95, -3.37)  0.42
H (-4.65, 2.73, -0.71)  0.41
N (2.93, 1.17, -2.33)  0.35
C (3.58, 2.23, -2.89)  -0.74
C (2.67, 2.96, -3.61)  -0.74
C (1.41, 2.32, -3.47)  -0.37
C (1.60, 1.22, -2.67)  -0.09
H (3.35, 0.47, -1.75)  0.17
H (4.64, 2.37, -2.74)  0.46
H (2.89, 3.85, -4.18)  0.41
H (0.48, 2.63, -3.90)  0.49
H (0.91, 0.48, -2.31)  0.17
N (-2.39, -1.63, -1.27)  0.30
C (-2.94, -2.88, -1.29)  -0.70
C (-1.92, -3.79, -1.17)  -0.69
C (-0.71, -3.06, -1.07)  -0.86
C (-1.03, -1.73, -1.13)  -0.18
H (-2.90, -0.77, -1.35)  0.16
H (-4.00, -3.01, -1.40)  0.66
H (-2.04, -4.86, -1.16)  0.41
H (0.28, -3.46, -0.96)  0.45
H (-0.42, -0.85, -1.08)  0.37
N (-0.95, 3.66, 5.21)  0.09
C (-2.31, 3.55, 5.13)  -0.39
C (-2.86, 4.58, 5.85)  -0.48
C (-1.79, 5.34, 6.39)  -0.51
C (-0.62, 4.74, 5.97)  -0.40
H (-0.30, 3.03, 4.78)  0.20
H (-2.77, 2.76, 4.56)  0.33
H (-3.91, 4.77, 5.98)  0.39
H (-1.86, 6.22, 7.01)  0.38
H (0.41, 5.00, 6.15)  0.38
N (-7.00, -3.38, -3.87)  0.00
C (-5.80, -2.81, -3.52)  -0.87
C (-6.05, -1.55, -3.04)  0.20
C (-7.46, -1.35, -3.10)  -0.80
C (-8.02, -2.49, -3.61)  -0.39
H (-7.12, -4.30, -4.25)  0.18
H (-4.88, -3.35, -3.65)  0.50
H (-5.31, -0.85, -2.69)  0.43
H (-8.00, -0.47, -2.79)  0.39
H (-9.04, -2.75, -3.81)  0.37
N (5.47, -2.49, 4.49)  0.15
C (6.08, -3.20, 5.49)  -0.65
C (5.24, -4.23, 5.86)  -0.33
C (4.08, -4.12, 5.06)  -0.62
C (4.25, -3.05, 4.22)  -0.28
H (5.85, -1.68, 4.03)  0.30
H (7.06, -2.92, 5.84)  0.35
H (5.45, -4.96, 6.62)  0.38
H (3.21, -4.77, 5.09)  0.38
H (3.61, -2.62, 3.47)  0.38
N (3.30, -3.52, -5.00)  0.04
C (1.94, -3.63, -5.10)  -0.68
C (1.38, -2.61, -4.37)  -0.54
C (2.45, -1.85, -3.82)  0.70
C (3.62, -2.44, -4.23)  -0.86
H (3.96, -4.13, -5.44)  0.17
H (1.48, -4.42, -5.67)  0.40
H (0.32, -2.43, -4.24)  0.44
H (2.36, -0.98, -3.19)  -0.06
H (4.64, -2.17, -4.04)  0.39

Results
E_tot in eV: -69417.383
Total charge: -1
Multiplicity: 1
HOMO energy in eV: -5.65



Record 3
C31H44AsN4OPReS4 | ωB97M-V with the def2-TZVPD basis set

Last column: Mulliken charge in e.
CARTESIAN COORDINATES (ANGSTROEM)
Re (0.00, -0.20, -0.45)  0.92
N (1.33, 1.50, -0.49)  -0.29
C (0.75, 2.86, -0.49)  0.57
C (1.59, 3.96, -0.59)  -0.65
C (1.03, 5.23, -0.57)  -0.76
C (-0.35, 5.40, -0.44)  -0.89
C (-1.17, 4.29, -0.34)  -0.53
C (-0.62, 3.01, -0.37)  0.02
P (-1.61, 1.53, -0.40)  1.28
C (-2.30, 1.37, -2.04)  0.57
C (-3.51, 1.91, -2.47)  -0.30
C (-3.86, 1.80, -3.81)  -0.80
C (-3.01, 1.16, -4.71)  -0.61
C (-1.79, 0.64, -4.29)  -1.13
C (-1.45, 0.74, -2.95)  -0.16
C (-2.84, 1.59, 0.88)  1.04
C (-2.51, 2.20, 2.09)  -0.87
C (-3.44, 2.24, 3.12)  -0.88
C (-4.70, 1.67, 2.93)  -0.72
C (-5.03, 1.06, 1.73)  -0.85
C (-4.10, 1.02, 0.70)  -0.91
H (1.87, 1.43, 0.38)  0.30
H (2.00, 1.43, -1.25)  0.44
H (2.66, 3.83, -0.68)  0.56
H (1.67, 6.09, -0.65)  0.46
H (-0.77, 6.39, -0.42)  0.50
H (-2.25, 4.42, -0.25)  0.53
H (-4.17, 2.42, -1.78)  0.47
H (-4.79, 2.22, -4.16)  0.51
H (-3.28, 1.10, -5.76)  0.47
H (-1.12, 0.17, -5.00)  0.52
H (-0.45, 0.37, -2.65)  0.35
H (-1.54, 2.67, 2.22)  0.55
H (-3.20, 2.73, 4.05)  0.50
H (-5.43, 1.72, 3.73)  0.46
H (-6.02, 0.65, 1.59)  0.52
H (-4.38, 0.57, -0.25)  0.65
C (5.91, -1.76, -1.57)  -0.54
C (5.93, -0.32, -1.06)  -0.86
S (4.46, 0.31, -0.19)  -0.03
C (4.17, -0.91, 1.09)  -0.52
C (3.52, -2.24, 0.66)  -1.00
S (2.50, -2.06, -0.83)  0.18
C (2.61, -3.73, -1.55)  -0.80
C (4.03, -3.84, -2.14)  -0.69
S (4.52, -2.16, -2.63)  0.22
H (5.96, -2.49, -0.76)  0.30
H (6.80, -1.91, -2.19)  0.52
H (6.08, 0.39, -1.87)  0.50
H (6.80, -0.23, -0.40)  0.44
H (3.54, -0.40, 1.82)  -0.10
H (5.11, -1.14, 1.60)  0.61
H (2.87, -2.64, 1.44)  0.68
H (4.26, -3.00, 0.44)  0.55
H (1.85, -3.76, -2.33)  0.41
H (2.38, -4.51, -0.82)  0.48
H (4.07, -4.48, -3.02)  0.53
H (4.76, -4.22, -1.43)  0.38
C (2.45, 1.21, 5.49)  -1.33
C (1.42, 1.68, 4.46)  -0.31
C (1.03, 0.63, 3.47)  0.12
N (0.86, 0.83, 2.21)  -0.72
N (0.48, -0.34, 1.54)  0.78
C (0.39, -1.40, 2.34)  0.04
N (0.07, -2.63, 1.92)  -0.14
S (0.75, -1.02, 3.97)  -0.14
H (2.66, 2.02, 6.19)  0.39
H (3.39, 0.93, 5.01)  0.33
H (2.09, 0.37, 6.08)  0.45
H (1.77, 2.54, 3.89)  0.33
H (0.50, 2.00, 4.97)  0.31
H (-0.26, -2.75, 0.98)  -0.06
H (-0.07, -3.37, 2.59)  0.28
C (-3.47, -1.80, -2.58)  -0.84
As (-2.66, -2.54, -1.04)  0.73
C (-3.73, -2.29, 0.50)  -0.97
C (-2.35, -4.38, -1.33)  -1.18
O (-1.09, -1.85, -0.72)  -0.61
H (-4.37, -2.39, -2.76)  0.53
H (-2.79, -1.89, -3.43)  0.39
H (-3.73, -0.76, -2.42)  0.14
H (-4.78, -2.26, 0.20)  0.46
H (-3.46, -1.35, 0.98)  0.15
H (-3.58, -3.12, 1.18)  0.49
H (-3.32, -4.88, -1.41)  0.45
H (-1.80, -4.80, -0.49)  0.43
H (-1.79, -4.52, -2.26)  0.40

Results
E_tot in eV: -156429.934
Total charge: +4
Expectation value of S²: 3.768
Multiplicity: 4
HOMO energy (alpha / beta) in eV: -18.79 / -18.59



> What is the E_tot in the second record?

-69417.383 eV



> Which value of multiplicity does entry 1 give?

1



> What is the formula in the third record?

C31H44AsN4OPReS4



> Look up the multiplicity of the first one.

1